# 1
Density functional theory data (ωB97M-V/def2-TZVPD) for a 2-piece molecular cluster, C5H11FSi overall at a distorted geometry.

Structure (XYZ):
```
18
Properties=species:S:1:pos:R:3:lowdin_charge:R:1
Si 1.4160 -0.0767 0.1861 0.669
F 2.0986 -1.2850 1.0539 -0.249
C -1.8592 0.8915 0.6814 -0.063
C -2.5638 -0.0450 -0.0606 -0.312
C -2.9342 -1.2877 0.4268 0.006
C 1.2591 -0.9466 -1.6220 -0.196
C 2.5905 1.3236 0.6342 -0.261
H -2.9936 0.3638 -0.9402 0.077
H -3.5751 -1.8429 -0.2648 0.048
H 2.8647 1.8421 -0.3050 0.009
H 2.1033 2.0829 1.2845 0.016
H 0.2915 -0.6894 -2.0397 -0.008
H -1.7076 2.0162 0.5580 0.070
H -2.6331 -1.7386 1.3903 0.068
H 3.6814 1.2288 0.9631 0.052
H -1.5386 0.6128 1.7185 0.046
H 1.4788 -1.9863 -1.3896 0.008
H 2.0212 -0.4633 -2.2750 0.020
```

Properties
Frontier orbital gap (spin up / spin down) ... 7.51 / 7.01 eV
Net charge ... 0
Lowest unoccupied orbital energy (spin up / spin down) ... -0.0127 / -0.0100 Eh
HOMO (spin up / spin down) ... -7.9 / -7.3 eV



# 2
Density functional theory data (ωB97M-V/def2-TZVPD) for a 2-piece molecular cluster, C10H13N2 overall at a distorted geometry.

Structure (XYZ):
```
25
Properties=species:S:1:pos:R:3:lowdin_charge:R:1
N -0.9425 2.0362 -1.8543 0.271
N -1.4241 1.1202 -1.3055 -0.117
C 2.5636 -0.0148 2.2680 -0.031
C 1.9080 1.2054 2.1443 -0.039
C 0.4631 -1.2094 2.2439 0.030
C 0.5212 1.2430 2.0703 0.019
C -2.4200 1.2428 2.3491 -0.018
C 1.8586 -1.2091 2.3496 -0.037
C -0.2357 0.0308 2.0407 -0.193
C -2.4281 -1.1821 1.9366 -0.061
C -1.6409 0.0617 1.9664 -0.243
C -1.9652 0.0718 -0.6438 -0.056
H -3.4445 -0.9550 1.5805 0.100
H 0.0222 2.2037 1.9501 0.114
H 2.3999 -2.1504 2.4954 0.125
H -0.0869 -2.1473 2.3491 0.121
H -3.0845 0.0415 -0.6530 0.102
H 2.4875 2.1264 2.0658 0.124
H -1.4709 -0.9137 -0.8361 0.104
H -2.5979 1.1722 3.4339 0.137
H -1.8994 2.1821 2.1518 0.087
H -2.5244 -1.5747 2.9708 0.136
H -3.3988 1.2634 1.8593 0.105
H 3.6463 -0.0316 2.3492 0.125
H -1.9766 -1.9650 1.3076 0.096
```

Properties
Frontier orbital gap ... 7.03 eV
Net charge ... +1
Lowest unoccupied orbital energy ... -0.2045 Eh
HOMO ... -12.6 eV



# 3
Density functional theory data (ωB97M-V/def2-TZVPD) for C4H15N4 as an isolated structure at a distorted geometry.

Structure (XYZ):
```
23
Properties=species:S:1:pos:R:3:lowdin_charge:R:1
N 1.4778 1.5042 0.4286 0.080
N -0.6502 -1.5946 -1.7396 0.056
N 0.5476 -0.7894 1.2842 0.039
N 1.3801 -0.3074 -1.3956 0.057
C -0.4327 0.0801 0.5889 -0.422
C -0.0705 -0.3755 -1.3107 -0.315
C 0.0358 1.5473 0.7216 -0.156
C -1.8113 -0.2611 0.9183 -0.064
H 0.2398 -0.8637 2.2662 0.110
H -0.6157 2.0344 0.0543 0.109
H -0.2265 2.1180 1.6177 0.133
H 1.3001 0.7893 -0.5956 0.097
H -0.5050 -2.3018 -1.0070 0.089
H -2.0074 -1.3680 0.9439 0.113
H 2.0195 0.9083 1.0645 0.138
H -1.5948 -1.5829 -2.1275 0.104
H 1.7940 -1.1297 -0.9441 0.130
H 0.6602 -1.7075 0.8441 0.079
H 1.8931 0.1431 -2.1770 0.155
H 1.8579 2.4120 0.2286 0.138
H -0.6438 0.4575 -1.8845 0.172
H -2.4789 0.1686 0.3093 0.039
H -2.1688 0.1187 1.9116 0.118
```

Properties
Frontier orbital gap ... 10.00 eV
Net charge ... +1
Lowest unoccupied orbital energy ... -0.1026 Eh
HOMO ... -12.8 eV



The calculation returns the following energy values, one per record and in order: -586.37844 -498.00624 -380.11373 hartree.
The calculation returns the following energy relative to the best compared isomer or geometry (same formula, charge and spin) values, one per record and in order: 2.952 3.894 3.360 eV.